The following is a DFT calculation (ωB97M-V/def2-TZVPD) of a cluster of 2 separate species, C7H17NO in total at a distorted geometry.

```
26
Properties=species:S:1:pos:R:3:forces:R:3:nbo_charge:R:1
C -0.90654 -0.14198 -2.16051 4.869 0.714 -0.071 -0.663
C -0.08659 -0.64890 -0.81935 -3.374 0.432 -0.745 -0.207
N -1.14631 -1.46361 -0.16549 2.022 -0.579 -0.286 -0.443
C -1.37606 -2.72002 -0.91669 -1.169 -0.159 3.794 -0.449
C -2.10731 -1.09329 0.74260 1.356 -0.526 -0.580 0.661
C -1.98762 0.31242 1.22985 -0.246 0.867 1.558 -0.723
O -2.95975 -1.88944 1.10246 -0.298 0.427 0.106 -0.628
H -1.92701 -0.18171 -1.77067 0.089 -0.004 -1.402 0.231
H -0.35650 -0.84546 -2.83716 -2.245 0.089 -0.410 0.230
H -0.50164 0.88336 -2.61653 -1.255 -1.827 1.491 0.214
H 0.79317 -1.30227 -0.94410 -0.322 0.721 -0.198 0.205
H 0.05227 0.24761 -0.29023 0.868 0.652 1.149 0.205
H -0.48770 -3.18778 -1.36011 -0.235 0.379 0.358 0.204
H -1.87342 -3.30332 -0.02627 0.796 0.126 -2.468 0.258
H -2.09948 -2.38165 -1.61533 -0.768 -0.878 -1.190 0.199
H -2.36891 1.02676 0.48546 0.170 -0.161 0.243 0.231
H -2.55750 0.41282 2.17285 -0.188 -0.091 -0.721 0.245
H -0.98096 0.60935 1.56594 -0.106 -0.247 -0.659 0.230
C 2.39628 1.40755 0.71468 1.113 -0.636 -0.645 -0.637
C 3.30866 2.49141 1.33020 -1.419 1.304 1.757 -0.636
H 1.43653 1.75868 0.32735 0.206 0.024 0.284 0.205
H 2.93895 0.96253 -0.11235 0.090 0.470 -0.911 0.210
H 2.29810 0.42271 1.20711 -0.425 0.966 1.013 0.220
H 3.79231 2.21421 2.26759 0.714 -0.710 -0.516 0.218
H 2.74825 3.33269 1.80940 -0.472 -0.545 -0.670 0.206
H 3.95877 3.07733 0.67928 0.230 -0.808 -0.283 0.215
```
Forces are in eV/Å.

Summary:
Structure (SMILES) ... CCN(C)C(C)=O.CC
Largest force on an atom ... 4.9 eV Å⁻¹
HOMO level ... -8.902 eV
Total charge ... 0
2S+1 ... 1
Kohn-Sham gap ... 9.65 eV



The following is a DFT calculation (ωB97M-V/def2-TZVPD) of a cluster of 2 separate species, C5H13NO2 in total at a distorted geometry.

```
21
Properties=species:S:1:pos:R:3:forces:R:3:nbo_charge:R:1
C 0.92562 1.03491 0.46193 0.382 2.228 -0.257 -0.242
N 0.69275 -0.27626 -0.20748 -0.139 -2.418 2.220 -0.461
C -0.51792 -0.79604 -0.29116 1.187 -1.512 -2.804 0.486
C -1.27395 -0.32552 -1.47495 -2.171 3.682 -0.301 -0.188
O -2.64486 0.18721 -1.16681 1.465 -1.943 0.789 -0.679
C -0.98550 -2.06776 0.33360 0.895 0.602 1.129 -0.727
O 2.51720 -0.55912 2.19491 -0.633 0.077 -0.570 -1.347
C 0.74131 2.21540 -0.48665 -0.227 -0.261 -0.027 -0.636
H 0.30199 0.99150 1.35492 -0.096 0.380 -0.191 0.219
H 1.93385 1.09458 0.89235 -0.053 -1.059 -0.291 0.320
H 1.32823 -0.95747 0.23579 0.279 0.471 0.820 0.469
H -0.43282 -2.15848 1.27757 -0.095 -0.296 -0.090 0.276
H -0.88519 0.62908 -1.80490 1.106 -0.361 -0.555 0.221
H -1.28294 -1.03522 -2.30455 0.074 -0.312 0.383 0.236
H -2.50542 0.04948 -0.22133 -1.670 0.680 0.248 0.450
H -0.84874 -2.99047 -0.24961 -0.164 0.482 -0.091 0.280
H -2.04063 -1.89748 0.58343 0.027 -0.388 -0.243 0.250
H 2.79445 -0.70488 3.10637 -0.032 -0.092 -0.237 0.425
H 1.11333 3.14939 -0.09004 0.043 0.095 0.531 0.235
H 1.35941 2.03135 -1.35942 -0.076 -0.071 -0.319 0.216
H -0.29017 2.38580 -0.78397 -0.102 0.016 -0.144 0.198
```
Forces are in eV/Å.

Summary:
Largest force on an atom ... 4.3 eV Å⁻¹
HOMO level ... -6.644 eV
Total charge ... 0
2S+1 ... 1
Kohn-Sham gap ... 4.26 eV



The following is a DFT calculation (ωB97M-V/def2-TZVPD) of a structure of composition C3H10O3 at a distorted geometry.

```
16
Properties=species:S:1:pos:R:3:forces:R:3:nbo_charge:R:1
C 1.47973 0.23931 0.12732 -0.176 -1.266 0.100 0.467
O 1.88814 -0.76382 -0.76583 0.310 0.096 -0.081 -0.755
O 2.20424 0.23850 1.30900 0.086 0.154 -0.113 -0.738
O 1.67798 1.51924 -0.45837 -0.392 -0.288 0.206 -0.758
H 2.96862 0.82945 1.20054 -0.103 -0.033 0.014 0.467
H 1.34362 1.47132 -1.36183 0.068 -0.020 0.030 0.482
H 2.85590 -0.72806 -0.87024 -0.098 0.024 -0.003 0.455
H 0.05397 -0.41756 0.48812 2.636 0.740 -0.668 0.282
C -1.50373 -0.29196 0.71773 0.372 1.496 -0.004 -0.676
C -2.19471 -0.41338 -0.62827 0.079 0.021 0.014 -0.627
H -2.20158 0.54258 -1.15723 -0.007 -0.052 0.034 0.207
H -1.91704 0.48509 1.36348 -0.245 -0.088 0.011 0.226
H -1.48376 -1.22050 1.29183 0.342 0.032 -0.057 0.226
H -0.25336 0.38722 0.53390 -2.915 -0.827 0.523 0.314
H -1.68434 -1.14053 -1.26396 -0.021 0.022 -0.009 0.211
H -3.23367 -0.73689 -0.52619 0.064 -0.010 0.004 0.217
```
Forces are in eV/Å.

Summary:
Largest force on an atom ... 3.1 eV Å⁻¹
HOMO level ... -7.524 eV
Total charge ... 0
2S+1 ... 1
Kohn-Sham gap ... 8.30 eV



The following is a DFT calculation (ωB97M-V/def2-TZVPD) of an isolated molecule of C3H5NO at a distorted geometry.

```
10
Properties=species:S:1:pos:R:3:forces:R:3:nbo_charge:R:1
C 1.45409 -0.34414 0.03228 -3.394 -1.146 3.625 -0.616
C -0.03370 -0.39175 0.65578 -1.452 3.752 -2.334 -0.142
N -0.77448 0.42094 -0.67138 -4.032 0.810 0.686 -0.674
C -1.92505 0.91255 -0.95237 3.225 -1.090 0.729 0.843
O -2.89254 1.45099 -1.38588 1.674 -1.094 0.869 -0.523
H 2.02939 0.34204 0.59580 0.329 1.570 -0.353 0.220
H 1.19406 -0.27372 -0.96539 0.913 0.209 -2.035 0.254
H 1.81793 -1.23148 0.42601 1.292 -2.319 -0.387 0.207
H -0.71439 -1.27030 0.80262 1.420 0.505 -0.210 0.223
H -0.15532 0.38487 1.46253 0.024 -1.197 -0.590 0.207
```
Forces are in eV/Å.

Summary:
Structure (SMILES) ... CCN=C=O
Largest force on an atom ... 5.1 eV Å⁻¹
HOMO level ... -9.998 eV
Total charge ... 0
2S+1 ... 1
Kohn-Sham gap ... 10.66 eV



The following is a DFT calculation (ωB97M-V/def2-TZVPD) of a cluster of 2 separate species, C6H15N2 in total at a distorted geometry.

```
23
Properties=species:S:1:pos:R:3:forces:R:3:nbo_charge:R:1
C 0.75019 -3.02236 -0.34209 0.029 -0.270 1.116 -0.617
C 0.40985 -1.84673 0.56572 -0.510 1.310 0.487 -0.369
C -0.62061 -0.79018 -0.01063 0.767 -1.029 0.948 -0.438
C -0.36695 0.50175 0.75353 -0.614 -0.734 -1.558 0.083
C -0.82552 0.52588 2.06972 0.021 1.216 0.575 0.063
C 0.65043 2.59767 0.88028 -0.325 0.369 -0.468 -0.519
N 0.02164 1.55810 0.05727 0.065 0.377 2.600 -0.033
N -0.23775 0.57824 -3.14715 0.199 -0.819 0.224 -1.097
H 1.25159 -3.82539 0.21006 0.171 0.390 0.206 0.235
H -0.15000 -3.52976 -0.67571 -0.077 0.344 -0.689 0.227
H 1.45127 -2.69015 -1.09300 -0.284 -0.126 -0.656 0.226
H 1.27643 -1.23484 0.84044 0.444 -0.536 -0.184 0.190
H -1.58814 -1.13880 0.31855 -0.534 -0.157 -0.684 0.222
H -0.02699 -2.12798 1.53192 0.222 -0.480 -0.151 0.195
H -1.21136 -0.29410 2.66402 0.119 -0.537 -0.594 0.242
H -1.01165 1.46521 2.58898 0.221 0.146 -0.256 0.218
H -0.07196 3.19714 1.49350 -0.068 -0.592 -0.462 0.275
H 1.08809 3.33534 0.21353 0.315 -0.107 0.094 0.264
H 1.34397 2.16029 1.59746 0.221 0.193 -0.251 0.240
H 0.65422 0.40481 -3.58586 0.022 0.094 -0.048 0.371
H -0.52581 -0.65448 -1.08529 -0.231 0.130 0.006 0.285
H -0.84624 1.05454 -3.78786 -0.102 0.323 0.060 0.380
H -0.10428 1.04875 -2.26650 -0.070 0.496 -0.315 0.357
```
Forces are in eV/Å.

Summary:
Largest force on an atom ... 2.6 eV Å⁻¹
HOMO level ... -12.746 eV
Total charge ... +1
2S+1 ... 1
Kohn-Sham gap ... 4.46 eV



The following is a DFT calculation (ωB97M-V/def2-TZVPD) of a cluster of 13 separate species, C4H35NO13S in total at a distorted geometry.

```
54
Properties=species:S:1:pos:R:3:forces:R:3:nbo_charge:R:1
C -3.41474 0.58436 0.67418 0.824 -2.011 0.387 -0.644
C -2.52788 1.19622 -0.46562 0.173 0.479 1.953 -0.061
C -3.02583 2.63498 -0.75052 1.262 -0.026 -2.588 -0.516
S -1.63609 3.63488 -1.45458 -0.147 1.385 0.355 -0.159
N -1.08110 1.18486 -0.26004 -0.229 -0.598 1.631 -0.694
C -0.39285 -0.05673 -0.17512 -0.826 -0.613 -0.156 0.056
O 0.17547 -0.51440 1.11447 -1.256 0.887 -0.756 -0.809
H -3.90306 1.23825 1.36789 -0.686 1.109 -0.273 0.205
H -4.15424 -0.17009 0.26900 0.739 0.856 0.528 0.208
H -2.76640 0.07838 1.44503 -0.277 -0.099 -1.233 0.206
H -2.60941 0.54941 -1.33332 -0.675 0.209 -0.354 0.197
H -3.38744 3.34905 0.00283 -0.027 -1.015 0.235 0.230
H -3.72014 2.56569 -1.60020 -0.332 0.164 0.692 0.225
H -1.35764 3.10732 -2.64661 -0.236 -0.571 -0.113 0.116
H -0.59515 1.95432 0.18297 -0.318 0.156 -0.250 0.415
H 0.40845 0.06253 -0.89886 0.469 -0.704 0.296 0.150
H -1.11056 -0.87930 -0.41683 0.624 0.825 -0.396 0.154
H 0.75968 -1.22013 0.82170 0.519 -0.109 0.448 0.497
H 2.73852 -2.75867 2.27650 -0.167 -0.739 -0.047 0.480
H 1.46983 -3.66635 1.87108 0.483 -0.357 0.265 0.498
O 1.81488 -2.78281 2.01378 -0.653 0.577 -0.037 -0.974
H -0.12360 2.38197 2.21613 0.074 0.142 1.056 0.493
H 0.74652 3.74168 2.24734 -0.520 -0.531 0.335 0.477
O 0.48247 2.95588 1.75544 0.370 0.678 -1.304 -0.975
H 0.47234 1.78037 -4.57915 -0.436 0.880 -0.230 0.391
H 1.09520 0.57917 -4.08539 -0.724 -0.170 -0.359 0.382
O 0.22607 0.85488 -4.49913 1.196 -0.442 0.325 -1.124
H -2.20681 -3.49024 -1.95574 -0.009 0.189 -0.313 0.470
H -1.16864 -2.32244 -1.76761 0.052 -0.435 -0.417 0.518
O -1.47973 -3.18402 -1.41348 -0.108 0.265 0.231 -1.014
H 2.92246 1.00290 -2.54772 -0.569 0.385 0.894 0.389
H 4.26541 0.17619 -2.14050 -1.577 1.025 -1.078 0.467
O 3.69727 0.56180 -2.88040 2.173 -1.425 0.191 -1.060
H 0.84744 0.52503 2.72738 0.065 -0.160 -0.844 0.476
H -0.35726 0.53860 3.54438 -0.616 -0.517 0.436 0.489
O 0.53373 0.88688 3.54863 0.046 0.463 0.767 -0.976
H 1.87402 2.85083 -0.72090 0.313 0.215 0.460 0.453
H 2.73493 3.54164 0.40914 -0.354 0.239 -0.119 0.458
O 2.62097 2.74076 -0.10278 0.239 -0.613 -0.515 -0.995
H 3.45446 -2.40681 -0.65071 -0.257 0.175 -0.016 0.468
H 3.82779 -2.18950 0.81896 -0.282 0.586 -0.043 0.473
O 4.14830 -2.54711 -0.00555 0.689 -0.528 -0.228 -0.958
H -1.18685 -1.32444 2.56966 0.191 0.406 1.155 0.503
H -2.51006 -1.01906 3.14479 -0.594 0.085 0.355 0.461
O -1.60157 -1.06271 3.44071 0.465 -0.451 -1.490 -0.959
H -0.24811 -3.73610 0.39725 0.067 -0.265 0.225 0.470
H -1.52750 -4.36968 0.25034 0.025 -0.202 0.231 0.486
O -0.76198 -4.43075 0.83961 0.151 0.366 -0.127 -0.962
H -0.52481 -0.61622 -3.44894 -0.390 0.798 -0.749 0.502
H 0.75156 -0.87854 -2.70985 0.201 -0.037 0.122 0.442
O -0.15398 -1.20521 -2.80466 -0.024 -1.118 0.485 -1.026
H 2.50950 0.59076 1.91012 0.449 0.508 -0.636 0.487
H 2.22466 -0.67586 2.60104 0.022 -0.445 0.046 0.469
O 2.73149 -0.34242 1.85389 0.408 0.127 0.565 -0.954
```
Forces are in eV/Å.

Summary:
Largest force on an atom ... 2.9 eV Å⁻¹
HOMO level (spin up / spin down) ... -0.259 / -5.831 eV
Total charge ... -1
2S+1 ... 2
Kohn-Sham gap (spin up / spin down) ... 2.69 / 8.20 eV



The following is a DFT calculation (ωB97M-V/def2-TZVPD) of a structure of composition C4H4AgLiO5 at a distorted geometry.

```
15
Properties=species:S:1:pos:R:3:forces:R:3:nbo_charge:R:1
O -0.79722 2.26954 0.16366 0.915 0.178 0.030 -0.496
C -1.22480 1.14230 -0.32995 -1.761 0.389 -0.327 0.552
C -0.27698 2.12959 1.51814 0.124 -0.001 0.454 -0.147
O -0.17778 -0.60609 -1.86475 2.744 -5.573 -2.014 -0.930
O -1.30070 0.25265 0.65148 0.805 -0.678 0.121 -0.551
C -0.48828 0.64755 1.79649 -0.283 0.274 0.391 -0.144
H -0.84713 2.79665 2.17177 0.100 -0.153 -0.133 0.196
H 0.77592 2.42781 1.50230 -0.270 -0.061 0.028 0.202
H -1.08251 0.41775 2.68523 0.198 0.205 -0.084 0.198
H 0.44379 0.07425 1.82185 -0.209 0.031 -0.214 0.194
O 1.51439 -1.61721 -3.32070 -1.040 -0.365 0.774 -0.849
C 0.70900 -1.70559 -2.33348 0.676 4.246 1.492 0.930
O 0.94640 -2.68776 -1.48594 -0.531 -0.533 -0.155 -1.003
Ag -1.08070 -2.31582 -0.47379 0.314 0.880 -0.335 0.888
Li 2.88661 -3.22561 -2.50231 -1.781 1.161 -0.027 0.960
```
Forces are in eV/Å.

Summary:
Largest force on an atom ... 6.5 eV Å⁻¹
HOMO level ... -7.558 eV
Total charge ... 0
2S+1 ... 1
Kohn-Sham gap ... 6.68 eV



The following is a DFT calculation (ωB97M-V/def2-TZVPD) of a cluster of 3 separate species, C6H16N4 in total at a distorted geometry.

```
26
Properties=species:S:1:pos:R:3:forces:R:3:nbo_charge:R:1
C 0.91260 6.94886 -1.91905 -1.860 1.403 1.077 0.570
C -1.00692 5.29367 0.29910 0.258 2.452 -2.812 0.328
C -1.86017 4.86583 -2.68344 -0.482 -2.371 1.618 -0.643
C 1.05333 -10.10173 3.57663 -1.616 -1.602 -0.825 -0.699
C -1.43673 6.13264 -1.98199 -3.247 0.676 0.697 -0.272
C 1.58701 -10.80409 2.39232 -3.021 0.266 -0.211 0.329
N -0.64742 5.91845 -0.79849 1.961 -0.394 0.049 -0.461
N 2.51470 -10.34401 1.67524 2.219 -1.426 -2.734 -0.606
N 1.87234 6.25006 -2.28091 1.534 -2.286 0.301 -0.881
N -2.24374 4.89159 0.56606 -1.469 -0.175 -1.373 -0.766
H -0.31362 5.25029 1.12906 0.174 -0.244 -0.114 0.216
H -2.87138 4.67850 -3.04956 -0.191 1.242 -0.089 0.246
H -1.24746 4.46029 -3.45819 0.915 0.015 -0.372 0.222
H -1.86212 4.13926 -1.83661 0.312 -0.194 -0.870 0.198
H 1.25001 -10.89388 4.31764 -1.035 0.419 0.516 0.283
H -0.02555 -9.70846 3.42669 1.493 -1.458 0.406 0.301
H 1.59610 -9.27508 3.84135 1.675 2.075 0.588 0.237
H -0.92932 6.82644 -2.67677 -0.353 0.013 0.506 0.242
H -2.42601 6.59753 -1.61400 1.434 0.059 -0.753 0.218
H 0.96504 -11.66703 2.04433 1.218 0.348 0.255 0.250
H 2.90946 -10.89960 0.82336 -1.003 1.403 1.950 0.464
H 2.98378 -9.47273 1.90335 0.077 -0.074 0.065 0.441
H 2.18420 6.25726 -3.23488 0.281 0.749 -0.804 0.473
H 2.35286 5.52145 -1.75374 -0.380 -0.123 0.324 0.464
H -3.09598 4.81095 -0.06126 2.029 0.313 0.972 0.438
H -2.21498 4.32356 1.35376 -0.923 -1.086 1.633 0.406
```
Forces are in eV/Å.

Summary:
Largest force on an atom ... 3.8 eV Å⁻¹
HOMO level ... -14.507 eV
Total charge ... +2
2S+1 ... 1
Kohn-Sham gap ... 8.50 eV



Among the records above, which one has the highest largest force on an atom? C4H4AgLiO5



The highest total charge belongs to which entry? C6H16N4



Which value of largest force on an atom does entry 8 give? 3.8 eV Å⁻¹